Record 1
67
Properties=species:S:1:pos:R:3 method="wB97M-V/def2-TZVPD" lumo_ev=-0.26 gap_ev=8.499 total_energy_ev=-79568.046 homo_energy_ev=-8.7547 multiplicity=1
K 0.5742 -0.4558 1.6208
C 1.4895 -4.2523 1.4816
N 0.4163 -3.2794 1.2204
C -0.0300 -3.4691 -0.1739
N -0.4943 -4.8290 -0.4299
C 0.6014 -5.7508 -0.1264
N 1.0616 -5.6317 1.2615
C -0.0855 -5.8988 2.1386
N -1.1952 -4.9815 1.8922
C -0.7263 -3.6138 2.1029
C -1.6027 -5.1107 0.4918
H 1.8180 -4.1456 2.5181
H 2.3325 -4.0351 0.8203
H 0.8073 -3.2499 -0.8426
H -0.8434 -2.7727 -0.3787
H 1.4382 -5.5425 -0.7970
H 0.2631 -6.7741 -0.2984
H 0.2336 -5.8009 3.1784
H -0.4231 -6.9235 1.9716
H -0.4104 -3.5061 3.1436
H -1.5364 -2.9094 1.9167
H -2.4161 -4.4106 0.2938
H -1.9581 -6.1274 0.3140
C 3.1226 2.0664 -4.8211
C 2.0547 2.5747 -3.8903
C 0.9483 1.8008 -3.5661
C -0.0231 2.2607 -2.6884
C 0.0861 3.5264 -2.1296
N -0.9324 3.9778 -1.2567
C -0.8592 4.8965 -0.2389
O -1.8195 5.5494 0.1091
N 0.3668 5.0643 0.4005
C 1.3800 4.1327 0.6555
C 2.6579 4.5738 0.9712
C 3.6405 3.6426 1.2611
C 3.3230 2.2972 1.2225
N 2.0988 1.8579 0.9252
C 1.1547 2.7558 0.6540
C 1.1715 4.3283 -2.4714
C 2.1455 3.8460 -3.3278
H 2.8239 1.1272 -5.2847
H 4.0588 1.8953 -4.2861
H 3.3257 2.7870 -5.6144
H 0.8410 0.8133 -3.9996
H -0.8701 1.6373 -2.4337
H -1.8864 3.7857 -1.5212
H 0.3488 5.8840 0.9874
H 2.8751 5.6351 0.9825
H 4.6435 3.9604 1.5101
H 4.0696 1.5439 1.4430
H 0.1658 2.3747 0.4291
H 1.2490 5.3298 -2.0699
H 2.9865 4.4817 -3.5805
F -3.0077 1.5916 3.3570
C -3.0548 1.4932 2.0327
F -2.0703 2.2933 1.5485
F -4.2179 2.0167 1.6231
C -2.8104 0.0175 1.5684
O -1.8022 -0.5331 2.2146
C -4.1358 -0.7929 1.7863
F -4.6536 -0.5414 2.9939
F -5.0936 -0.5294 0.8778
F -3.8884 -2.1073 1.7249
C -2.5336 0.0471 0.0206
F -3.3290 0.8307 -0.7151
F -1.2607 0.4702 -0.2295
F -2.6034 -1.1920 -0.4931

***

Record 2
58
Properties=species:S:1:pos:R:3 method="wB97M-V/def2-TZVPD" lumo_ev="-3.88 / -5.48" gap_ev="6.545 / 6.038" total_charge=+1 total_energy_ev=-58310.593 homo_energy_ev="-10.4272 / -11.5178" multiplicity=5
Os 1.0687 0.8092 -1.8937
S 2.4855 1.4538 -3.8338
C 2.2731 3.0077 -3.0745
C 2.9940 4.2198 -3.3607
C 2.7356 5.3612 -2.5840
C 1.7748 5.2281 -1.5554
C 1.1044 4.0324 -1.2794
N 1.4779 2.8749 -1.9730
H 3.7378 4.2120 -4.1717
H 3.2155 6.2946 -2.8768
H 1.5401 6.1241 -0.9232
H 0.2846 3.8652 -0.5288
I -1.9843 2.9264 -2.5361
C -0.6793 1.0513 -3.0326
H -0.4286 1.4662 -4.0084
H -1.4256 0.2425 -3.0703
C -2.8910 2.3467 3.7459
C -2.7425 0.8651 3.9253
N -1.7256 0.3132 3.0416
C -1.9479 -1.0244 2.5116
C -3.1346 -1.0538 1.5438
C -0.4029 0.6695 3.3132
O -0.1038 1.2127 4.3816
C 0.6558 0.4210 2.2951
C 1.9655 0.0923 2.7094
C 2.9154 -0.0558 1.6730
C 2.5377 0.1874 0.3905
N 1.3105 0.5895 0.0054
C 0.2826 0.4764 0.9731
H -3.4826 2.7610 4.6086
H -3.4170 2.5504 2.8035
H -1.9266 2.8319 3.7322
H -3.6536 0.2643 3.7391
H -2.4164 0.5698 4.9298
H -2.0047 -1.7503 3.3371
H -1.0825 -1.3468 1.8787
H -3.8979 -1.7494 1.8761
H -2.7020 -1.3745 0.5911
H -3.6030 -0.0830 1.3746
H 2.1802 0.0279 3.7711
H 3.9723 -0.3320 1.8171
H 3.2701 0.0359 -0.4176
H -0.7470 0.4152 0.6447
O -1.9766 -3.6769 -0.5814
C -0.7849 -4.1285 -1.1376
C -0.6331 -5.4208 -1.5770
C 0.6280 -5.9085 -1.9552
C 1.7053 -5.0691 -2.1010
C 1.5268 -3.7113 -1.9114
C 0.3315 -3.1844 -1.4290
C 0.0559 -1.7797 -1.5620
O -0.9704 -1.1601 -1.2480
O 1.0732 -1.1052 -2.1896
H -2.5645 -4.4062 -0.5123
H -1.5126 -6.0774 -1.6515
H 0.7333 -6.9299 -2.2123
H 2.6849 -5.5169 -2.3049
H 2.3203 -2.9546 -2.1204

***

Record 3
53
Properties=species:S:1:pos:R:3 method="wB97M-V/def2-TZVPD" lumo_ev="-0.93 / -0.88" gap_ev="6.822 / 6.887" total_energy_ev=-55396.029 homo_energy_ev="-7.7558 / -7.7688" multiplicity=4
C -3.5208 0.6477 0.7283
C -2.7565 0.6802 -0.4527
C -1.9724 -0.4901 -0.5019
H -2.8143 1.4384 -1.1956
C -2.3013 -1.2795 0.6431
C -3.2295 -0.5567 1.4085
H -1.7883 -2.1670 0.9539
C -0.6661 3.2963 2.0146
C -1.2559 3.2839 0.7354
C -0.3534 2.6778 -0.1596
H -2.2096 3.6888 0.4621
C 0.8093 2.2975 0.5776
C 0.6107 2.7212 1.9249
H -1.3229 -0.7645 -1.3041
H -3.5728 -0.8199 2.3866
H -4.2505 1.3924 0.9787
H 1.1891 2.3764 2.7664
H -0.4835 2.5393 -1.2119
H -1.0617 3.7664 2.9165
Nd -0.9384 0.6885 1.6109
C 1.9713 1.4967 0.0792
C 3.2056 2.0766 0.7622
C 2.0598 1.6022 -1.4419
H 3.2360 3.1570 0.5673
H 4.1159 1.6017 0.3881
H 3.1510 1.9270 1.8460
H 2.1248 2.6584 -1.7314
H 1.1848 1.1675 -1.9436
H 2.9496 1.0777 -1.8070
C 1.7714 -0.0009 0.4614
C 2.9414 -0.9448 0.1466
H 0.9184 -0.4123 -0.1148
H 1.6030 -0.1363 1.5583
O 4.1129 -0.5598 -0.0660
N 2.6603 -2.2790 0.0946
C 1.3493 -2.9025 0.1881
H 3.4435 -2.8901 -0.0995
C 0.6108 -2.9702 -1.1339
C -0.6181 -3.6319 -1.1756
H -1.0007 -4.0690 -0.2513
C -1.3390 -3.7212 -2.3655
H -2.2989 -4.2407 -2.3734
C -0.8234 -3.1453 -3.5329
H -1.3818 -3.2200 -4.4650
C 0.4054 -2.4808 -3.5008
H 0.8225 -2.0291 -4.4023
C 1.1250 -2.3954 -2.3011
H 2.0944 -1.8928 -2.2772
H 0.7381 -2.3674 0.9385
H 1.4760 -3.9176 0.5976
S -2.7530 1.7533 3.2140
C -3.6565 2.7966 4.0758
N -4.3111 3.4754 4.7839

***

Copy entry 1 word for word.
67
Properties=species:S:1:pos:R:3 method="wB97M-V/def2-TZVPD" lumo_ev=-0.26 gap_ev=8.499 total_energy_ev=-79568.046 homo_energy_ev=-8.7547 multiplicity=1
K 0.5742 -0.4558 1.6208
C 1.4895 -4.2523 1.4816
N 0.4163 -3.2794 1.2204
C -0.0300 -3.4691 -0.1739
N -0.4943 -4.8290 -0.4299
C 0.6014 -5.7508 -0.1264
N 1.0616 -5.6317 1.2615
C -0.0855 -5.8988 2.1386
N -1.1952 -4.9815 1.8922
C -0.7263 -3.6138 2.1029
C -1.6027 -5.1107 0.4918
H 1.8180 -4.1456 2.5181
H 2.3325 -4.0351 0.8203
H 0.8073 -3.2499 -0.8426
H -0.8434 -2.7727 -0.3787
H 1.4382 -5.5425 -0.7970
H 0.2631 -6.7741 -0.2984
H 0.2336 -5.8009 3.1784
H -0.4231 -6.9235 1.9716
H -0.4104 -3.5061 3.1436
H -1.5364 -2.9094 1.9167
H -2.4161 -4.4106 0.2938
H -1.9581 -6.1274 0.3140
C 3.1226 2.0664 -4.8211
C 2.0547 2.5747 -3.8903
C 0.9483 1.8008 -3.5661
C -0.0231 2.2607 -2.6884
C 0.0861 3.5264 -2.1296
N -0.9324 3.9778 -1.2567
C -0.8592 4.8965 -0.2389
O -1.8195 5.5494 0.1091
N 0.3668 5.0643 0.4005
C 1.3800 4.1327 0.6555
C 2.6579 4.5738 0.9712
C 3.6405 3.6426 1.2611
C 3.3230 2.2972 1.2225
N 2.0988 1.8579 0.9252
C 1.1547 2.7558 0.6540
C 1.1715 4.3283 -2.4714
C 2.1455 3.8460 -3.3278
H 2.8239 1.1272 -5.2847
H 4.0588 1.8953 -4.2861
H 3.3257 2.7870 -5.6144
H 0.8410 0.8133 -3.9996
H -0.8701 1.6373 -2.4337
H -1.8864 3.7857 -1.5212
H 0.3488 5.8840 0.9874
H 2.8751 5.6351 0.9825
H 4.6435 3.9604 1.5101
H 4.0696 1.5439 1.4430
H 0.1658 2.3747 0.4291
H 1.2490 5.3298 -2.0699
H 2.9865 4.4817 -3.5805
F -3.0077 1.5916 3.3570
C -3.0548 1.4932 2.0327
F -2.0703 2.2933 1.5485
F -4.2179 2.0167 1.6231
C -2.8104 0.0175 1.5684
O -1.8022 -0.5331 2.2146
C -4.1358 -0.7929 1.7863
F -4.6536 -0.5414 2.9939
F -5.0936 -0.5294 0.8778
F -3.8884 -2.1073 1.7249
C -2.5336 0.0471 0.0206
F -3.3290 0.8307 -0.7151
F -1.2607 0.4702 -0.2295
F -2.6034 -1.1920 -0.4931